1.
Below is the ion C2H7N2S with charge +1, with properties calculated with ωB97M-V with the def2-TZVPD basis set.

Last column: Mulliken charge in e.
Cartesian coordinates (Å):
S 0.953 0.310 0.763  0.0858
N -0.655 -2.329 -0.070  -0.3578
N -0.439 0.022 -0.411  -0.2258
C 1.178 2.117 0.683  -0.8539
C -0.898 -1.188 -0.714  0.2364
H -1.240 -3.187 -0.272  0.2695
H -1.766 -1.128 -1.482  0.2769
H 1.441 2.360 -0.303  0.3257
H 1.941 2.240 1.392  0.3748
H 0.169 -2.656 0.372  0.2345
H -0.912 0.827 -0.936  0.3296
H 0.228 2.612 0.978  0.3043

Results
**Spin multiplicity**: 1
**Maximum force**: 0.0613 hartree/bohr
**HOMO-LUMO gap**: 9.769 eV
**SMILES string**: CSNC=[NH2+]
**Total charge**: +1
**ΔE to the lowest compared entry with this formula, charge and spin**: 125.3 kJ/mol

---

2.
Below is a cluster of 13 separate species, C5H37NO13S in total, with properties calculated with ωB97M-V with the def2-TZVPD basis set.

Last column: Mulliken charge in e.
Cartesian coordinates (Å):
S -3.805 -1.762 0.634  -0.2963
O 2.024 0.796 -1.079  -0.7013
O 0.491 -2.793 -2.200  -0.7558
O 4.787 0.739 -0.684  -0.6028
O -1.620 2.616 0.609  -0.4966
O -2.447 -0.496 -4.074  -0.6519
O 1.651 -1.632 0.615  -0.2549
O 1.754 -0.747 -3.094  -0.7234
O -1.237 0.292 -0.861  -0.4523
O 0.248 3.648 -2.597  -0.7399
O 0.948 2.920 0.141  -0.4797
O 4.260 -1.826 0.389  -0.6440
O -0.854 1.669 -4.000  -0.7172
O -2.162 1.970 4.504  -0.6246
N -0.122 0.141 2.397  0.3428
C -2.620 -1.632 2.057  -0.4673
C 0.896 0.834 3.176  -1.0036
C -1.225 -1.811 1.382  0.2849
C -0.114 -1.350 2.383  -0.1277
C 1.375 -1.751 2.017  -0.9043
H 2.614 -1.123 -3.259  0.2976
H 1.560 -2.869 2.104  0.4633
H 1.463 -0.710 0.366  0.2693
H -1.760 1.095 4.350  0.2683
H -1.686 0.098 -4.293  0.4021
H 1.942 0.590 2.819  0.2479
H -1.116 -1.230 0.441  -0.7791
H -2.691 -0.771 2.640  0.3237
H 1.721 0.330 -1.940  0.2386
H 0.755 1.999 3.330  0.1921
H -0.353 -1.784 3.387  0.3648
H 3.238 -1.956 0.563  0.4377
H -1.029 -2.864 1.194  0.5369
H -2.764 -2.636 2.562  0.3003
H -3.081 1.618 4.505  0.3270
H -0.307 1.144 -3.440  0.3685
H 0.929 -2.942 -1.370  0.3462
H -0.623 3.628 -2.143  0.3553
H 5.050 0.020 -0.091  0.2774
H -0.829 2.600 -3.992  0.3023
H 1.263 2.176 -0.339  0.3831
H -0.910 3.277 0.465  0.2402
H 2.946 0.754 -0.898  0.2856
H 0.706 2.893 -2.201  0.2996
H 1.193 -1.422 -2.630  0.4350
H -0.077 0.517 1.418  -0.2713
H -4.595 -0.595 0.865  0.1474
H -1.449 1.047 -0.301  0.3232
H 5.542 0.765 -1.264  0.2640
H -2.395 3.003 0.990  0.1940
H 2.102 -1.177 2.619  0.2951
H -0.323 -2.277 -2.131  0.3597
H 0.766 0.457 4.191  0.4821
H -1.924 -0.369 -0.898  0.2281
H -2.852 -0.009 -3.365  0.2892
H 1.470 3.689 0.005  0.2587
H 4.642 -2.621 0.705  0.2621

Results
**Spin multiplicity**: 1
**Maximum force**: 0.0895 hartree/bohr
**HOMO-LUMO gap**: 9.170 eV
**ΔE to the lowest compared entry with this formula, charge and spin**: 141.8 kJ/mol

---

3.
Below is the molecule C6H12NP, with properties calculated with ωB97M-V with the def2-TZVPD basis set.

Last column: Mulliken charge in e.
Cartesian coordinates (Å):
P 2.953 0.516 -0.117  0.0107
N 0.615 -0.980 0.392  -0.0498
C -0.186 -0.066 -0.048  -0.6237
C 4.687 0.341 -0.221  -0.7194
C 1.917 -0.929 0.566  -0.3526
C -2.393 -0.542 -0.974  -1.4737
C -1.647 -0.079 0.335  0.4364
C -2.096 1.404 0.554  -1.3666
H 5.231 -0.610 -0.264  0.2305
H -1.606 1.742 1.462  0.3769
H 5.152 1.102 -0.656  0.3168
H 0.245 -1.750 0.909  0.2861
H -1.976 2.115 -0.253  0.3767
H 2.266 -1.728 1.200  0.3273
H -2.519 0.182 -1.750  0.3888
H -3.198 1.398 0.885  0.3386
H -1.977 -1.291 -1.516  0.4680
H -3.500 -0.789 -0.905  0.3354
H -2.006 -0.826 1.032  0.2898
H 0.038 0.790 -0.629  0.4037

Results
**Spin multiplicity**: 1
**Maximum force**: 0.1266 hartree/bohr
**HOMO-LUMO gap (alpha / beta)**: 6.728 / 6.722 eV
**ΔE to the lowest compared entry with this formula, charge and spin**: 303.6 kJ/mol

---

4.
Below is a structure of composition C27H34N4O3Pd, with properties calculated with ωB97M-V with the def2-TZVPD basis set.

Last column: Mulliken charge in e.
Cartesian coordinates (Å):
Pd -1.261 -0.597 0.460  0.8943
O 0.592 0.194 0.300  -0.3249
O -2.542 1.904 1.182  -0.2971
O -0.250 -1.333 -6.609  -0.3653
N -3.092 -1.343 0.765  0.1013
N -1.315 -0.482 2.472  0.0767
N -1.296 -0.783 -1.555  -0.5419
N -0.526 -1.048 -3.866  0.1330
C -0.709 -0.100 -6.097  -0.6660
C 4.517 1.904 0.212  -1.0056
C 2.120 2.460 -0.081  -1.2788
C -0.207 -2.375 -4.440  -0.5093
C -1.832 3.111 1.496  0.0963
C 3.831 -2.255 1.084  -1.7423
C 6.986 1.566 0.464  -1.5226
C -3.931 -1.739 -0.195  -0.1497
C 2.957 0.095 0.497  0.8643
C -2.462 -0.927 3.024  0.5657
C -0.166 0.125 -4.696  -0.4577
C -0.375 0.062 3.245  -0.5309
C 1.646 -0.448 0.530  -0.1809
C -3.455 -1.441 2.062  0.6774
C -2.754 4.218 1.956  -1.3622
C -4.683 -1.969 2.416  -0.6727
C -2.669 -0.855 4.389  -0.6476
C -5.553 -2.389 1.422  -0.5088
C -0.521 0.165 4.615  -0.9773
C -1.685 -0.307 5.197  -0.5878
C 3.209 1.470 0.211  1.0393
C -0.900 -0.912 -2.637  0.2714
C 5.321 -0.296 0.759  -0.8050
C 5.584 1.044 0.480  0.4760
C -5.175 -2.266 0.096  -0.8097
C 4.034 -0.793 0.775  0.9250
C -0.746 -2.421 -5.860  -0.5944
H 7.096 2.376 1.186  0.3638
H 3.349 -2.785 0.261  0.3725
H -6.517 -2.804 1.684  0.4530
H 4.792 -2.732 1.257  0.3759
H -0.411 -3.332 -6.352  0.3557
H 1.550 -1.504 0.798  0.3606
H -0.590 1.020 -4.244  0.4511
H -1.133 2.838 2.289  0.1881
H -2.180 5.108 2.214  0.3707
H -3.453 4.496 1.166  0.3964
H 0.267 0.611 5.205  0.4786
H -3.591 -1.212 4.824  0.3924
H 7.225 1.978 -0.517  0.3603
H -5.827 -2.574 -0.708  0.4441
H 0.509 0.433 2.747  0.7321
H 6.149 -0.962 0.967  0.3235
H 2.550 3.445 -0.250  0.3935
H -4.964 -2.054 3.454  0.4096
H 1.542 2.176 -0.961  0.2692
H -1.805 -0.076 -6.084  0.3477
H -3.582 -1.623 -1.209  0.4222
H -0.657 -3.146 -3.818  0.4365
H -1.842 -2.407 -5.848  0.3363
H 0.923 0.209 -4.721  0.2774
H -1.245 3.429 0.629  0.1787
H -3.324 3.910 2.833  0.3229
H 0.878 -2.498 -4.444  0.2743
H -1.832 -0.244 6.266  0.4625
H 4.725 2.946 -0.001  0.4273
H 7.710 0.790 0.700  0.3684
H -0.348 0.681 -6.762  0.3534
H -3.301 2.146 0.639  0.2263
H 1.410 2.527 0.744  0.1235
H 3.230 -2.405 1.983  0.3692

Results
**Spin multiplicity**: 1
**Maximum force**: 0.0026 hartree/bohr
**HOMO-LUMO gap**: 8.100 eV
**Total charge**: +2
**ΔE to the lowest compared entry with this formula, charge and spin**: 3.4 kJ/mol

---

5.
Below is the molecule H5N2PS, with properties calculated with ωB97M-V with the def2-TZVPD basis set.

Last column: Mulliken charge in e.
Cartesian coordinates (Å):
S 1.976 -0.534 -0.093  -0.3324
P 0.534 1.185 -0.335  0.1073
N -0.695 0.261 0.505  -0.2885
N -1.328 -0.622 -0.475  -0.5338
H -1.401 0.795 1.138  0.2885
H -2.072 -1.003 0.104  0.2479
H 0.908 1.680 0.949  0.0781
H -0.617 -1.361 -0.562  0.2781
H 2.695 -0.401 -1.230  0.1548

Results
**Spin multiplicity**: 1
**Maximum force**: 0.0549 hartree/bohr
**HOMO-LUMO gap**: 8.961 eV
**SMILES string**: NNPS
**ΔE to the lowest compared entry with this formula, charge and spin**: 212.6 kJ/mol